DFT (the ωB97M-V functional and the def2-TZVPD basis) results for a 15-piece molecular cluster, C35H84IN2O22 overall at a distorted geometry.

Geometry as XYZ:
```
144
Properties=species:S:1:pos:R:3:forces:R:3:lowdin_charge:R:1
C 1.066 -3.513 2.064 0.7 1.5 0.4 0.0162
C 1.545 -2.391 3.101 0.0 -1.6 0.9 -0.4487
O 1.967 -2.664 4.216 -1.0 1.0 -2.5 0.1024
O 1.459 -1.059 2.626 0.8 -0.7 0.1 -0.0853
C 2.707 -0.805 1.942 1.5 -0.5 -0.6 -0.1796
C 3.765 0.047 2.771 -0.2 -0.5 0.3 -0.1371
C 3.137 1.068 3.815 0.9 0.5 -0.4 -0.1250
C 3.079 2.513 3.160 1.1 0.0 0.9 -0.1211
N 1.839 2.712 2.339 -1.8 0.4 -1.2 0.0202
C 1.982 2.671 0.949 -3.0 0.4 -1.0 0.0742
C 0.840 2.859 -0.026 -0.5 0.5 2.4 -0.0380
C 1.203 2.802 -1.552 0.5 -0.6 0.5 -0.0864
C 1.215 1.275 -2.008 0.5 -1.1 1.4 -0.1567
O 1.640 0.413 -1.229 -0.9 1.9 -1.8 0.0032
C -0.562 3.115 0.522 2.8 -0.9 2.8 0.0974
C -1.771 3.308 -0.463 -0.2 0.5 -2.3 -0.3047
O -1.644 3.925 -1.517 0.0 -1.1 2.9 0.1309
O -3.063 2.764 -0.242 1.8 2.1 -0.9 -0.0182
O -2.965 1.532 0.380 -0.4 -1.8 1.1 -0.1327
C -3.896 0.594 -0.251 -0.2 -0.8 -0.3 -0.0712
C -4.593 -0.271 0.923 -0.4 1.0 0.7 -0.3271
C -6.072 0.220 1.279 -0.1 0.2 -0.3 -0.0542
O -3.798 -0.102 2.133 -0.7 -0.2 -0.6 -0.0794
C -0.664 3.155 2.064 1.2 -0.7 -1.4 0.0194
C -2.007 3.413 2.861 1.2 0.6 0.3 -0.2061
C -1.950 4.937 3.439 -0.6 -0.7 -1.5 -0.6958
C -2.715 5.894 2.399 0.6 0.5 0.7 -0.1359
I -2.963 4.862 5.411 0.7 0.3 -0.9 0.7813
C 0.570 2.930 2.930 -1.4 0.2 -2.8 -0.1058
N 0.415 2.929 4.371 1.0 2.9 -0.6 0.1930
C 0.864 4.003 4.898 3.0 -0.5 0.1 -0.2131
O 1.582 4.835 5.362 -3.3 -2.4 -1.2 0.2002
H 1.896 -4.284 1.966 -1.5 0.9 0.3 0.0725
H 0.092 -3.913 2.465 1.1 0.1 -0.5 0.0988
H 0.895 -3.021 1.059 0.1 -0.6 1.1 0.0869
H 3.193 -1.824 1.755 -0.4 1.4 0.0 0.1359
H 2.560 -0.351 0.914 -0.4 -0.4 1.3 0.1019
H 4.413 0.587 2.000 -0.8 -0.6 1.1 0.1202
H 4.477 -0.647 3.329 -1.1 0.9 -0.8 0.0948
H 3.870 1.133 4.686 -1.1 0.1 -1.1 0.1273
H 2.124 0.784 4.216 1.1 0.0 -0.5 0.1145
H 3.198 3.336 3.935 -0.5 -1.0 -1.0 0.1131
H 3.964 2.640 2.459 -1.3 -0.1 0.9 0.1296
H 3.005 2.472 0.534 -1.2 0.3 0.7 0.1513
H 2.282 3.152 -1.644 -1.4 -0.4 0.0 0.1068
H 0.588 3.471 -2.215 0.5 -0.8 0.9 0.1192
H 0.841 0.941 -3.035 0.4 0.8 1.0 0.1445
H -3.272 -0.085 -0.919 -0.8 0.8 0.8 0.1319
H -4.665 1.137 -0.883 1.0 -0.5 0.9 0.1441
H -4.576 -1.376 0.657 0.0 1.5 0.3 0.1483
H -6.364 -0.191 2.293 0.4 0.3 -1.2 0.0893
H -6.185 1.366 1.331 0.5 -1.6 -0.2 0.0843
H -6.827 -0.152 0.526 0.8 0.4 0.8 0.0859
H -4.286 0.532 2.689 0.4 -0.4 -0.4 0.0841
H -2.030 2.656 3.709 0.0 1.0 -1.2 0.0924
H -2.941 3.352 2.236 1.2 -0.3 0.6 0.1051
H -0.895 5.329 3.527 -1.2 -0.6 0.4 0.0667
H -1.962 6.640 1.982 -1.1 -0.8 0.5 0.0897
H -3.503 6.449 2.983 0.7 -0.5 -1.0 0.0486
H -3.171 5.346 1.526 0.4 0.5 1.1 0.0682
C 7.746 -2.022 2.709 -0.1 -0.2 0.1 -0.1457
O 6.529 -1.598 3.313 -0.1 0.0 0.1 -0.1484
H 8.204 -1.170 2.209 -0.1 0.0 0.1 0.0789
H 8.428 -2.400 3.475 0.1 0.0 -0.2 0.0790
H 7.542 -2.805 1.974 0.2 0.0 -0.1 0.0789
H 6.145 -2.368 3.748 0.0 0.1 0.0 0.0809
C 2.421 -2.504 -3.557 -0.1 0.1 0.2 -0.1481
O 3.021 -2.729 -2.289 0.1 -0.1 0.2 -0.1335
H 2.927 -3.116 -4.302 -0.1 0.0 0.1 0.0553
H 1.365 -2.785 -3.519 0.0 0.0 -0.3 0.0805
H 2.518 -1.449 -3.829 -0.1 0.0 -0.2 0.0720
H 2.552 -2.176 -1.653 0.1 -0.1 0.0 0.0504
C -7.182 4.690 1.178 0.2 0.1 -0.1 -0.1253
O -5.983 3.922 1.115 0.4 -0.2 0.0 -0.1487
H -7.820 4.287 1.960 0.1 0.0 -0.1 0.0613
H -6.938 5.729 1.410 -0.2 0.0 0.0 0.0546
H -7.703 4.633 0.219 -0.2 0.1 0.1 0.0914
H -5.438 4.303 0.415 -0.1 -0.1 0.1 0.0599
C 0.772 -5.593 -5.606 0.2 -0.1 -0.3 -0.1424
O 1.598 -4.566 -6.147 0.1 0.2 0.0 -0.1465
H 0.257 -5.204 -4.728 0.1 0.1 -0.1 0.0771
H 0.034 -5.902 -6.351 -0.1 -0.1 0.2 0.0795
H 1.387 -6.448 -5.314 -0.2 -0.1 0.1 0.0552
H 2.041 -4.934 -6.920 0.0 0.1 0.1 0.0784
C 3.160 -9.222 -4.754 -0.1 -0.3 0.1 -0.1337
O 1.939 -8.774 -4.173 -0.1 0.2 0.3 -0.1429
H 3.606 -8.400 -5.312 -0.1 0.0 0.1 0.0704
H 3.849 -9.539 -3.966 0.2 0.0 -0.1 0.0819
H 2.964 -10.055 -5.433 0.2 0.0 -0.1 0.0644
H 1.566 -9.518 -3.686 -0.1 0.0 -0.1 0.0704
C -6.583 8.106 -0.606 0.0 0.0 -0.6 -0.1551
O -5.386 7.335 -0.665 0.3 -0.2 0.1 -0.1374
H -7.219 7.705 0.174 0.1 0.0 -0.2 0.0439
H -6.339 9.146 -0.375 -0.2 0.0 0.0 0.0818
H -7.105 8.048 -1.565 -0.1 0.1 0.0 0.0829
H -4.840 7.711 -1.364 0.0 -0.1 0.1 0.0726
C 3.825 -11.675 -8.421 -0.3 -0.1 -0.1 -0.1571
O 2.682 -11.505 -7.593 -0.1 0.0 0.1 -0.1378
H 4.693 -11.262 -7.908 -0.1 0.0 0.0 0.0778
H 3.992 -12.739 -8.610 0.2 0.1 -0.1 0.0769
H 3.680 -11.148 -9.367 0.2 0.0 -0.1 0.0761
H 1.930 -11.878 -8.066 0.1 0.1 0.1 0.0761
C 5.557 4.748 5.469 0.3 -0.1 0.0 -0.1368
O 5.554 3.525 4.739 -0.1 -0.1 -0.1 -0.1427
H 4.584 5.226 5.357 0.0 -0.1 0.0 0.0682
H 5.739 4.547 6.528 -0.1 0.2 0.0 0.0838
H 6.332 5.411 5.078 -0.1 0.1 0.1 0.0815
H 6.422 3.122 4.854 -0.2 0.0 -0.1 0.0861
C -7.358 9.406 2.867 0.2 -0.2 0.0 -0.1362
O -7.336 8.177 2.152 -0.1 0.0 0.5 -0.1634
H -8.336 9.868 2.739 0.1 -0.1 0.0 0.0836
H -7.183 9.220 3.930 0.0 0.2 0.0 0.0776
H -6.588 10.076 2.476 -0.1 0.2 0.1 0.0781
H -6.463 7.788 2.281 -0.1 0.0 0.0 0.0693
C 3.459 -6.451 0.349 0.0 -0.2 0.1 -0.1202
O 2.249 -6.025 0.967 0.0 -0.2 0.0 -0.1595
H 3.923 -5.597 -0.144 -0.1 0.0 0.1 0.0797
H 4.140 -6.845 1.107 0.1 0.0 -0.2 0.0857
H 3.241 -7.221 -0.393 0.2 0.0 0.0 0.0615
H 1.861 -6.799 1.393 0.0 0.1 0.0 0.0861
C 0.379 -8.327 -0.746 0.2 0.1 -0.3 -0.1482
O 1.551 -9.125 -0.858 0.1 -0.1 0.1 -0.1351
H -0.261 -8.745 0.030 0.1 -0.1 -0.1 0.0839
H 0.654 -7.304 -0.477 -0.2 0.1 -0.1 0.0608
H -0.158 -8.329 -1.698 -0.2 0.1 0.1 0.0783
H 2.096 -8.733 -1.551 -0.1 -0.1 0.0 0.0479
C 3.148 5.617 -4.114 0.2 0.0 0.0 -0.1343
O 2.996 4.800 -2.957 0.1 -0.1 0.2 -0.1543
H 2.159 5.867 -4.497 0.0 -0.1 0.1 0.0832
H 3.676 6.536 -3.852 0.0 0.1 -0.2 0.0806
H 3.705 5.074 -4.881 0.0 0.1 -0.1 0.0814
H 3.883 4.593 -2.637 -0.1 0.1 -0.1 0.0788
C -11.406 4.042 1.946 0.0 0.0 0.3 -0.1488
O -10.103 4.300 2.454 0.1 0.0 0.1 -0.1402
H -11.370 4.079 0.858 0.1 0.0 0.1 0.0796
H -11.738 3.050 2.263 -0.2 0.0 -0.1 0.0766
H -12.103 4.801 2.310 -0.1 -0.1 -0.1 0.0774
H -10.160 4.262 3.416 0.1 0.0 -0.1 0.0797
C 4.819 -5.389 -4.914 -0.1 0.1 0.3 -0.1641
O 5.418 -5.610 -3.645 0.1 0.0 0.1 -0.1225
H 5.330 -6.002 -5.656 0.1 0.0 0.1 0.0816
H 3.763 -5.670 -4.877 0.0 0.1 -0.2 0.0583
H 4.914 -4.335 -5.188 -0.1 0.0 -0.2 0.0762
H 4.948 -5.057 -3.008 0.1 -0.1 -0.1 0.0629
```
Forces are in eV/Å.

Values from the calculation:
Net charge: +1
E_LUMO, eV: -4.13
HOMO-LUMO gap, Ha: 0.267